[1]
Below is a 2-piece molecular cluster, CH3NO2S overall, with properties calculated with wB97M-V/def2-TZVPD.

- LUMO level (eV) = -0.68
- Kohn-Sham gap (eV) = 8.53
- SMILES = O=NO.C=S
- total energy (eV) = -17502.002
- multiplicity = 1

Last column: Löwdin charge in e.
Positions of all 8 atoms, in Å:
H (0.715355, 0.839679, 1.251410)  0.05
H (0.796572, -1.188377, -0.772211)  0.02
S (-1.295811, -1.307528, 0.309728)  0.62
O (0.817440, 1.528619, 0.584726)  -0.07
O (-0.532749, 2.821416, -0.475244)  0.03
N (-0.510148, 2.081789, 0.450381)  -0.07
C (-0.069778, -1.888830, -0.545854)  -0.56
H (0.079119, -2.886769, -0.802937)  -0.03

Atomic forces in eV per Å
-0.2 -0.1 0.3
-1.0 -0.9 0.0
0.0 -0.4 -0.2
-0.7 0.5 -0.4
0.0 -1.3 1.8
0.9 1.0 -1.8
1.2 3.0 0.8
-0.1 -1.7 -0.6

***

[2]
Below is CH3NO3 as an isolated structure, with properties calculated with wB97M-V/def2-TZVPD.

- LUMO level (alpha / beta) (eV) = -1.96 / -1.95
- Kohn-Sham gap (alpha / beta) (eV) = 8.43 / 8.45
- total energy (eV) = -8711.123
- multiplicity = 1

Last column: Löwdin charge in e.
Positions of all 8 atoms, in Å:
H (2.249729, 1.552774, -0.225948)  0.05
O (-2.186087, -0.971761, 0.637534)  0.04
O (0.188892, 0.439868, 0.628828)  0.06
N (1.820344, 0.998796, -0.972756)  0.10
H (0.138189, -0.243645, -1.196763)  0.15
C (0.717908, 0.517601, -0.552686)  -0.42
H (-2.049180, -1.442589, 1.482017)  0.12
O (-0.879796, -0.851044, 0.199774)  -0.10

Atomic forces in eV per Å
0.2 0.0 -0.1
1.9 0.8 0.5
-2.4 -0.7 1.3
-0.8 0.7 0.9
1.1 1.6 0.0
0.7 -2.6 -3.0
-0.3 0.0 -0.1
-0.3 0.1 0.5

***

[3]
Below is a 2-piece molecular cluster, CH3NO3 overall, with properties calculated with wB97M-V/def2-TZVPD.

- LUMO level (eV) = 0.43
- Kohn-Sham gap (eV) = 10.88
- SMILES = O=NO.C=O
- total energy (eV) = -8714.366
- multiplicity = 1

Last column: Löwdin charge in e.
Positions of all 8 atoms, in Å:
H (2.667830, -0.136587, -0.582958)  0.10
H (1.507911, 1.440058, -0.364697)  0.10
C (1.752589, 0.360569, -0.107573)  -0.15
O (1.108887, -0.332427, 0.599152)  -0.02
H (-0.894334, -1.003213, 0.203363)  0.04
O (-1.808120, -1.161089, 0.224847)  0.06
N (-2.494715, -0.081904, 0.135993)  -0.12
O (-1.840048, 0.914592, -0.108130)  -0.02

Atomic forces in eV per Å
-0.6 1.0 0.2
0.1 -0.9 0.3
1.9 0.4 -1.7
-1.5 -0.6 1.2
3.0 1.0 -0.2
-1.8 -2.9 0.5
-0.2 3.6 -0.7
-0.9 -1.5 0.5

***

Quick rundown of max |F|, same order as above: 0.0640, 0.0780, 0.0707 hartree/bohr